# 1
Density functional theory data (ωB97M-V/def2-TZVPD) for a molecular structure, C3H11O in a non-equilibrium geometry.

The geometry in ORCA input format:
```
! wB97M-V def2-TZVPD RIJCOSX def2/J DEFGRID3
* xyz 1 1
O -0.6518 -0.6432 2.2027
H -0.0451 -0.9842 2.8438
H -1.3673 -0.2106 2.8250
H -4.4966 2.6115 3.1337
C 1.0451 -0.5461 -0.1293
C 0.8287 0.5257 -0.9689
C 0.0739 0.0233 -2.2176
H -4.1740 3.0366 2.5641
H 1.6895 -0.4076 0.7217
H 0.5046 -1.5429 -0.2802
H 1.6710 1.2837 -1.2609
H 0.2591 1.4791 -0.5409
H -0.5681 0.7946 -2.5021
H 0.6417 -0.1366 -3.2015
H -0.5865 -0.7951 -2.0298
*
```

Computed properties:
**Kohn-Sham gap**: 8.44 eV
**Relative energy (zero: lowest compared OMol25 entry of this formula, charge and spin)**: 283.8 kJ/mol
**HOMO**: -15.80 eV
**LUMO**: -7.36 eV

***

# 2
Density functional theory data (ωB97M-V/def2-TZVPD) for a molecular structure, C25H52CrNO24 in a non-equilibrium geometry.

The geometry in ORCA input format:
```
! wB97M-V def2-TZVPD RIJCOSX def2/J DEFGRID3
* xyz 1 5
Cr 12.3522 4.5216 25.4448
C 13.1381 5.1073 29.3311
C 13.0662 3.7153 28.7835
C 12.3178 2.7649 29.8050
O 12.6806 3.6618 27.4821
H 13.3890 5.1312 30.3915
H 12.1905 5.6386 29.2422
H 13.8626 5.7485 28.8290
H 14.0591 3.2696 28.8437
H 12.7284 2.6975 30.8125
H 12.3906 1.7459 29.4250
H 11.2515 2.9907 29.8109
C 16.7850 12.3039 31.0457
O 16.2821 11.0514 30.5914
C 15.7425 10.2247 31.4650
O 15.4001 10.5045 32.6161
O 15.6121 9.0480 30.8451
C 15.1088 7.8937 31.4994
H 17.2325 12.2983 32.0396
H 16.0032 13.0621 30.9990
H 17.6014 12.5707 30.3747
H 15.6020 7.7096 32.4538
H 15.5443 7.1407 30.8425
H 14.0260 7.9723 31.5960
C 16.6621 1.9934 27.0176
O 17.8040 1.2804 27.4808
C 18.9377 1.7343 27.3286
O 19.2247 2.8536 26.9130
O 19.8270 0.9138 27.9321
C 21.1833 1.3470 27.8951
H 15.8158 2.0318 27.7035
H 16.2860 1.5358 26.1026
H 16.9526 3.0045 26.7323
H 21.4356 1.5272 26.8501
H 21.8611 0.5525 28.2073
H 21.3054 2.1785 28.5892
C 14.3748 8.1645 26.6930
O 14.2762 8.2007 25.2927
C 14.0378 7.1585 24.5605
O 13.7640 6.0337 25.0424
O 14.1549 7.5525 23.2917
C 14.3034 6.6194 22.2403
H 15.2586 7.5439 26.8412
H 13.4872 7.7620 27.1811
H 14.6042 9.1102 27.1841
H 14.1950 5.5802 22.5508
H 15.1947 6.8966 21.6775
H 13.4108 6.6557 21.6157
C 15.7426 2.8708 22.6290
O 15.0586 1.7824 23.1309
C 14.2147 1.9713 24.1013
O 13.8576 3.0775 24.5903
O 13.8584 0.7576 24.5905
C 13.0074 0.7303 25.7720
H 16.4638 2.6316 21.8475
H 16.3635 3.0630 23.5039
H 15.2188 3.7953 22.3862
H 13.4915 1.2208 26.6164
H 12.7882 -0.2871 26.0961
H 12.1228 1.3478 25.6167
C 8.7052 4.1374 30.0679
O 7.4888 4.8751 30.2688
C 7.1341 5.5162 31.3807
O 7.7944 5.5122 32.4044
O 6.0618 6.1799 31.0451
C 5.5750 6.9561 32.1323
H 8.9884 3.5815 30.9617
H 9.6027 4.6692 29.7518
H 8.4713 3.4252 29.2766
H 6.3233 7.7154 32.3595
H 5.3644 6.3369 33.0042
H 4.5849 7.3134 31.8491
C 15.3677 4.2851 32.9252
O 13.9893 3.9474 32.9849
C 13.1040 4.9188 33.2967
O 13.3713 6.0966 33.5663
O 11.8850 4.4756 33.2542
C 10.6918 5.3035 33.5325
H 15.7090 5.3148 33.0318
H 15.7888 3.9790 31.9676
H 15.9550 3.8439 33.7306
H 10.1862 5.3442 32.5677
H 10.7997 6.3099 33.9369
H 9.9032 4.9819 34.2127
C 9.7847 1.7387 27.6673
O 8.8848 1.0341 28.4671
C 8.8313 -0.3157 28.2234
O 9.2785 -0.9413 27.2824
O 8.1521 -0.8937 29.2841
C 7.5287 -2.1522 29.1097
H 9.8188 2.8048 27.8921
H 9.4097 1.7613 26.6440
H 10.7968 1.3392 27.6033
H 7.4292 -2.5363 30.1249
H 7.8339 -2.9719 28.4593
H 6.5066 -2.0680 28.7405
C 11.9452 -0.8308 32.0808
N 10.7173 -0.0320 32.1311
O 10.6280 0.9157 31.3380
O 9.9355 -0.2949 33.0386
H 12.5983 -0.4517 31.2948
H 11.4602 -1.7325 31.7070
H 12.4008 -1.0000 33.0565
*
```

Computed properties:
**Kohn-Sham gap (spin up / spin down)**: 6.44 / 7.72 eV
**Relative energy (zero: lowest compared OMol25 entry of this formula, charge and spin)**: 444.0 kJ/mol
**HOMO (spin up / spin down)**: -11.61 / -12.06 eV
**LUMO (spin up / spin down)**: -5.17 / -4.34 eV

***

# 3
Density functional theory data (ωB97M-V/def2-TZVPD) for a molecular structure, C20H31ErN6O2 in a non-equilibrium geometry.

The geometry in ORCA input format:
```
! wB97M-V def2-TZVPD RIJCOSX def2/J DEFGRID3
* xyz 2 4
Er -0.1798 -0.3903 -0.8011
C 5.0188 -1.6588 -0.4499
N 4.2161 -1.3625 -1.6201
C 4.8036 -1.4467 -2.9645
C 3.6145 -1.2328 -3.8874
N 2.5208 -0.9610 -2.9705
C 1.1915 -0.5767 -3.3616
C 2.8900 -1.0614 -1.6719
N 2.0198 -0.8337 -0.6866
C 2.4398 -0.8716 0.7067
C 1.4330 -0.2311 1.7253
N 0.0071 -0.5141 1.4666
C -0.8317 -0.7469 2.4841
N -2.0172 -1.3736 2.3234
C -2.4768 -1.9842 1.1045
C -2.7854 -1.4305 3.5770
C -1.8382 -0.8273 4.5813
N -0.6673 -0.4495 3.7857
C 0.4406 0.2604 4.4202
H 5.9001 -2.2645 -0.7589
H 4.4529 -2.2833 0.2658
H 5.4070 -0.7419 0.0484
H 5.2683 -2.4492 -3.1329
H 5.5595 -0.6349 -3.0826
H 3.4041 -2.1462 -4.4720
H 3.7521 -0.3874 -4.5958
H 0.9872 -0.6871 -4.4437
H 0.9396 0.4696 -3.0517
H 0.4828 -1.3059 -2.8434
H 3.3677 -0.2621 0.8586
H 2.6295 -1.9218 1.0448
H 1.6289 0.8461 1.7485
H 1.7267 -0.6666 2.6942
H -1.6113 -2.0454 0.4243
H -3.2719 -1.3979 0.6275
H -2.8249 -3.0305 1.2610
H -3.0463 -2.4767 3.8212
H -3.7255 -0.8486 3.4847
H -1.5690 -1.5965 5.3327
H -2.2856 0.0703 5.0712
H 0.0855 0.6781 5.3748
H 0.7632 1.1155 3.8001
H 1.2545 -0.4369 4.6892
C -4.4710 0.4449 -1.9333
C -2.9937 0.6919 -1.6788
O -2.1986 -0.3230 -1.7410
C -2.6099 2.0526 -1.3488
C -3.6046 3.0083 -1.0973
C -3.3843 4.3691 -0.9192
C -2.0806 4.8443 -0.8276
C -1.0305 3.9040 -0.8791
C -1.2407 2.5258 -1.1196
O -0.1989 1.6848 -1.0723
H -4.6008 -0.6049 -2.2470
H -4.8666 1.0958 -2.7436
H -5.0490 0.6392 -1.0018
H -4.6377 2.6709 -1.0635
H -4.2480 5.0253 -0.8409
H -1.8745 5.8932 -0.6508
H 0.0153 4.1734 -0.7624
*
```

Computed properties:
**Kohn-Sham gap (spin up / spin down)**: 7.69 / 7.70 eV
**HOMO (spin up / spin down)**: -13.61 / -13.61 eV
**LUMO (spin up / spin down)**: -5.92 / -5.91 eV